No. 1
ORCA calculation (ωB97M-V/def2-TZVPD) on C34H36AuN4PS2 as an isolated structure.

Properties
frontier orbital gap	6.9	eV
energy	-76453.9906	eV
net charge	0
HOMO level	-7.11	eV
multiplicity	1
maximum force	0.2	eV/A

Geometry (Å):
1 Au -1.679 0.196 -0.065
2 C -2.151 -2.802 2.099
3 C -0.844 -2.379 2.771
4 C -0.091 -1.250 2.072
5 N -0.937 -0.100 1.781
6 C -0.962 0.960 2.587
7 C -0.460 0.899 3.897
8 C -0.443 1.839 4.908
9 C -0.930 3.136 4.947
10 C -1.530 3.805 3.896
11 C -1.762 3.391 2.596
12 C -1.474 2.178 1.952
13 N -1.641 2.046 0.640
14 C -1.850 3.175 -0.241
15 C -1.432 2.842 -1.666
16 C -2.403 1.944 -2.419
17 N -2.520 0.622 -1.826
18 C -3.098 -0.385 -2.472
19 C -3.775 -0.170 -3.684
20 C -4.453 -1.039 -4.523
21 C -4.678 -2.397 -4.414
22 C -4.212 -3.209 -3.391
23 C -3.429 -2.911 -2.294
24 C -2.861 -1.699 -1.848
25 N -2.027 -1.671 -0.812
26 C -1.360 -2.891 -0.374
27 C -2.004 -3.608 0.810
28 H -2.712 -3.416 2.807
29 H -2.768 -1.917 1.917
30 H -1.078 -2.054 3.789
31 H -0.174 -3.240 2.865
32 H 0.766 -0.928 2.667
33 H 0.349 -1.559 1.129
34 H -0.017 -0.048 4.170
35 H 0.018 1.490 5.826
36 H -0.825 3.673 5.880
37 H -1.863 4.815 4.110
38 H -2.235 4.132 1.967
39 H -2.896 3.511 -0.218
40 H -1.223 3.996 0.116
41 H -1.364 3.778 -2.223
42 H -0.436 2.392 -1.653
43 H -3.388 2.426 -2.475
44 H -2.031 1.830 -3.441
45 H -3.773 0.855 -4.026
46 H -4.883 -0.563 -5.399
47 H -5.266 -2.867 -5.191
48 H -4.501 -4.253 -3.458
49 H -3.225 -3.759 -1.657
50 H -1.304 -3.575 -1.225
51 H -0.327 -2.626 -0.169
52 H -2.996 -3.965 0.513
53 H -1.403 -4.501 1.012
54 S 1.783 2.054 0.915
55 P 2.381 0.669 -0.374
56 S 1.046 -0.301 -1.508
57 C 3.355 -0.576 0.561
58 C 3.080 -1.935 0.491
59 C 3.826 -2.842 1.237
60 C 4.859 -2.395 2.044
61 C 5.146 -1.035 2.109
62 C 4.395 -0.132 1.377
63 C 3.653 1.367 -1.492
64 C 4.115 2.667 -1.339
65 C 5.099 3.164 -2.185
66 C 5.631 2.361 -3.182
67 C 5.173 1.057 -3.337
68 C 4.187 0.564 -2.499
69 H 2.284 -2.273 -0.161
70 H 3.603 -3.901 1.178
71 H 5.444 -3.101 2.620
72 H 5.954 -0.681 2.737
73 H 4.601 0.930 1.445
74 H 3.694 3.281 -0.553
75 H 5.451 4.181 -2.062
76 H 6.399 2.747 -3.839
77 H 5.584 0.426 -4.115
78 H 3.814 -0.445 -2.628

---

No. 2
ORCA calculation (ωB97M-V/def2-TZVPD) on a 3-piece molecular cluster, C34H36BF6NO2S overall in a non-equilibrium geometry.

Properties
frontier orbital gap	4.3	eV
energy	-69241.4551	eV
net charge	0
HOMO level	-5.97	eV
multiplicity	1
maximum force	3.6	eV/A

Geometry (Å):
1 F -5.301 2.167 -1.092
2 C -4.764 1.352 -2.076
3 F -5.621 0.298 -2.207
4 F -4.808 2.069 -3.245
5 C -3.373 0.922 -1.743
6 C -3.137 -0.378 -1.292
7 C -1.838 -0.766 -1.025
8 C -0.778 0.157 -1.030
9 C 0.518 -0.268 -0.441
10 C 1.705 0.505 -0.885
11 C 1.974 1.814 -0.414
12 C 3.121 2.507 -0.795
13 C 3.927 1.956 -1.788
14 C 5.093 2.757 -2.298
15 F 6.139 1.958 -2.659
16 F 4.748 3.475 -3.417
17 F 5.551 3.651 -1.368
18 C 3.621 0.726 -2.375
19 C 2.554 -0.020 -1.883
20 C -1.041 1.460 -1.546
21 C -2.325 1.818 -1.921
22 H -3.963 -1.050 -1.117
23 H -1.639 -1.806 -0.782
24 H 0.740 -1.404 -0.729
25 H 1.284 2.283 0.283
26 H 3.356 3.472 -0.329
27 H 4.224 0.351 -3.201
28 H 2.341 -1.019 -2.275
29 H -0.235 2.176 -1.674
30 H -2.511 2.798 -2.351
31 C 0.069 -2.726 4.162
32 C 0.348 -1.612 3.235
33 C 1.484 -0.812 3.184
34 C 1.345 0.318 2.358
35 C 0.059 0.419 1.789
36 B 1.055 -2.829 -1.884
37 C -0.753 1.608 1.781
38 C -2.165 1.536 1.645
39 C -2.916 2.686 1.478
40 C -2.258 3.931 1.256
41 N -2.930 5.005 0.752
42 C -2.226 6.224 0.386
43 C -4.360 4.975 0.525
44 C -0.852 4.024 1.469
45 C -0.141 2.892 1.830
46 O 2.313 -3.198 -1.464
47 C 2.019 -4.153 -0.370
48 C 3.210 -5.081 -0.331
49 C 1.888 -3.326 0.908
50 C 0.625 -4.773 -0.824
51 C 0.844 -6.010 -1.688
52 C -0.363 -5.119 0.265
53 O 0.029 -3.703 -1.637
54 S -0.825 -1.077 2.106
55 H 0.747 -2.684 5.027
56 H -0.961 -2.637 4.540
57 H 0.171 -3.718 3.686
58 H 2.311 -1.018 3.852
59 H 2.168 1.014 2.164
60 H -2.703 0.586 1.688
61 H -4.012 2.654 1.437
62 H -1.639 6.601 1.233
63 H -1.535 6.046 -0.452
64 H -2.965 6.975 0.101
65 H -4.619 4.250 -0.250
66 H -4.887 4.703 1.440
67 H -4.673 5.967 0.217
68 H -0.338 4.975 1.318
69 H 0.906 3.010 2.102
70 H 3.159 -5.804 0.511
71 H 3.287 -5.651 -1.273
72 H 4.146 -4.502 -0.212
73 H 1.764 -3.933 1.819
74 H 2.773 -2.695 1.034
75 H 1.056 -2.616 0.867
76 H 1.260 -6.854 -1.109
77 H -0.103 -6.370 -2.112
78 H 1.533 -5.800 -2.514
79 H 0.023 -5.907 0.930
80 H -0.638 -4.260 0.884
81 H -1.297 -5.494 -0.187

---

No. 3
ORCA calculation (ωB97M-V/def2-TZVPD) on a 3-piece molecular cluster, C34H36Br4ClFO8S overall in a non-equilibrium geometry.

Properties
frontier orbital gap	9.3	eV
energy	-358465.7155	eV
net charge	0
HOMO level	-9.00	eV
SMILES	CC(=O)OC(=O)C[C@]1(C[SH](=O)=O)[C@H](c2ccccc2)O[C@@](Cl)(OC(=O)c2ccccc2)[C@]1(F)Cc1ccc(C)cc1.BrCCBr.BrCCBr
multiplicity	1
maximum force	3.6	eV/A

Geometry (Å):
1 C -1.726 3.287 4.234
2 C -0.528 2.510 4.764
3 O 0.251 3.015 5.525
4 O -0.335 1.156 4.371
5 C 0.546 1.068 3.336
6 O 0.943 2.081 2.793
7 C 1.025 -0.292 2.832
8 C 0.004 -1.089 1.995
9 C -1.257 -1.743 2.670
10 S -1.352 -1.764 4.480
11 O -2.354 -0.818 4.896
12 O -1.768 -3.101 4.844
13 C 0.860 -2.220 1.311
14 C 1.726 -3.104 2.173
15 C 3.099 -3.150 1.991
16 C 3.908 -3.982 2.746
17 C 3.383 -4.804 3.732
18 C 2.008 -4.761 3.921
19 C 1.206 -3.938 3.164
20 O 1.526 -1.511 0.262
21 C 0.707 -0.545 -0.344
22 Cl 1.649 0.996 -0.301
23 O 0.257 -0.958 -1.587
24 C 1.201 -0.892 -2.598
25 O 2.380 -1.096 -2.451
26 C 0.687 -0.586 -3.993
27 C 0.730 -1.647 -4.883
28 C 0.334 -1.501 -6.198
29 C -0.120 -0.240 -6.583
30 C -0.165 0.818 -5.701
31 C 0.237 0.661 -4.382
32 C -0.496 -0.462 0.682
33 F -1.395 -1.380 0.094
34 C -1.331 0.852 0.735
35 C -2.728 0.714 0.135
36 C -3.799 0.432 0.975
37 C -5.090 0.328 0.505
38 C -5.364 0.477 -0.860
39 C -6.780 0.320 -1.376
40 C -4.293 0.770 -1.681
41 C -2.997 0.891 -1.210
42 H -1.503 4.352 4.352
43 H -2.600 3.087 4.871
44 H -1.925 3.033 3.186
45 H 1.408 -0.877 3.683
46 H 1.906 -0.080 2.217
47 H -1.273 -2.793 2.364
48 H -2.209 -1.313 2.336
49 H -0.135 -1.556 5.062
50 H 0.238 -2.946 0.753
51 H 3.599 -2.558 1.223
52 H 4.983 -4.031 2.574
53 H 4.020 -5.461 4.318
54 H 1.551 -5.409 4.669
55 H 0.127 -3.949 3.313
56 H 1.114 -2.615 -4.555
57 H 0.398 -2.330 -6.899
58 H -0.414 -0.119 -7.625
59 H -0.504 1.783 -6.078
60 H 0.220 1.488 -3.671
61 H -0.833 1.706 0.272
62 H -1.512 1.130 1.787
63 H -3.666 0.312 2.055
64 H -5.939 0.128 1.161
65 H -7.424 1.175 -1.126
66 H -7.209 -0.556 -0.866
67 H -6.830 0.158 -2.458
68 H -4.443 0.923 -2.753
69 H -2.163 1.133 -1.852
70 Br 6.133 0.476 -5.321
71 C 5.788 0.010 -3.461
72 C 6.441 0.986 -2.520
73 Br 8.358 0.672 -2.380
74 H 6.129 -1.011 -3.322
75 H 4.705 0.044 -3.355
76 H 6.057 0.855 -1.510
77 H 6.312 2.020 -2.824
78 Br -2.343 3.542 -2.050
79 C -0.807 4.221 -1.058
80 C -0.067 5.278 -1.833
81 Br 1.024 4.495 -3.242
82 H -0.184 3.365 -0.814
83 H -1.223 4.639 -0.143
84 H 0.635 5.804 -1.188
85 H -0.727 5.997 -2.307

---

No. 4
ORCA calculation (ωB97M-V/def2-TZVPD) on C34H36Cl6F5N3O3PtSeSi as an isolated structure in a non-equilibrium geometry.

Properties
frontier orbital gap (alpha / beta)	3.2 / 3.2	eV
energy	-211646.2543	eV
net charge	0
HOMO level (alpha / beta)	-6.32 / -6.32	eV
multiplicity	1
maximum force	1.0	eV/A

Geometry (Å):
1 Pt 1.592 -0.962 -0.255
2 Cl 4.001 1.584 0.066
3 C 2.845 1.355 1.322
4 C 1.990 0.271 1.249
5 C 1.051 0.103 2.254
6 Cl 0.027 -1.295 2.031
7 C 0.948 0.943 3.345
8 Cl -0.198 0.627 4.582
9 C 1.823 2.028 3.412
10 Cl 1.723 3.112 4.740
11 C 2.767 2.237 2.401
12 Cl 3.834 3.577 2.494
13 C -1.641 2.502 1.686
14 C -2.986 3.099 1.240
15 C -3.802 3.357 2.518
16 C -2.715 4.447 0.562
17 C -3.775 2.134 0.283
18 O -3.750 0.790 0.782
19 C -5.248 2.571 0.143
20 C -6.117 1.770 -0.836
21 C -6.034 2.174 -2.290
22 C -6.170 3.504 -2.679
23 C -6.100 3.876 -4.012
24 C -5.897 2.903 -4.977
25 Cl -5.802 3.361 -6.650
26 C -5.772 1.571 -4.623
27 C -5.844 1.219 -3.284
28 C -3.176 1.999 -1.121
29 N -1.788 1.569 -1.150
30 C -1.272 0.415 -0.740
31 N 0.045 0.474 -0.843
32 C 0.285 1.713 -1.349
33 N -0.805 2.408 -1.547
34 H -1.256 3.087 2.524
35 H -0.882 2.542 0.907
36 H -1.746 1.472 2.026
37 H -3.189 3.925 3.219
38 H -4.088 2.434 3.031
39 H -4.705 3.937 2.330
40 H -2.234 5.115 1.279
41 H -3.630 4.938 0.227
42 H -2.040 4.345 -0.288
43 H -4.037 0.793 1.702
44 H -5.294 3.634 -0.101
45 H -5.696 2.467 1.131
46 H -7.156 1.884 -0.515
47 H -5.888 0.707 -0.737
48 H -6.340 4.272 -1.934
49 H -6.206 4.912 -4.306
50 H -5.621 0.822 -5.387
51 H -5.745 0.176 -3.007
52 H -3.222 2.936 -1.670
53 H -3.754 1.259 -1.667
54 H -1.857 -0.404 -0.359
55 H 1.276 2.079 -1.566
56 F 6.383 -6.679 3.477
57 C 5.810 -5.476 3.508
58 C 4.463 -5.353 3.807
59 F 3.742 -6.448 4.067
60 C 3.877 -4.102 3.823
61 F 2.574 -4.043 4.110
62 C 4.594 -2.934 3.553
63 Se 3.796 -1.240 3.647
64 C 5.944 -3.102 3.238
65 F 6.703 -2.047 2.936
66 C 6.552 -4.343 3.222
67 F 7.846 -4.463 2.911
68 C 1.802 -1.332 -4.259
69 C 1.755 -1.284 -2.768
70 O 0.990 -2.020 -2.090
71 O 2.503 -0.463 -2.143
72 H 1.327 -2.240 -4.620
73 H 2.834 -1.275 -4.600
74 H 1.270 -0.464 -4.652
75 C 4.978 -2.802 -2.132
76 Si 3.861 -3.543 -0.820
77 C 4.959 -4.556 0.316
78 C 2.618 -4.724 -1.584
79 C 3.104 -2.236 0.315
80 H 5.416 -3.595 -2.743
81 H 5.799 -2.262 -1.655
82 H 4.469 -2.100 -2.789
83 H 5.411 -5.387 -0.232
84 H 4.397 -4.974 1.155
85 H 5.768 -3.945 0.722
86 H 3.113 -5.674 -1.797
87 H 2.183 -4.356 -2.512
88 H 1.792 -4.926 -0.898
89 H 3.930 -1.620 0.694
90 H 2.711 -2.759 1.200